No. 1
{
  "formula": "C29H22BrN14O2RuS",
  "method": "ωB97M-V/def2-TZVPD",
  "elements": ["H", "C", "H", "H", "C", "C", "H", "N", "N", "O", "H", "N", "H", "H", "N", "H", "C", "N", "H", "N", "H", "H", "C", "N", "H", "O", "C", "N", "H", "C", "H", "N", "S", "N", "H", "H", "Br", "C", "C", "C", "C", "N", "C", "N", "C", "N", "C", "C", "C", "C", "C", "H", "Ru", "N", "C", "C", "C", "C", "H", "C", "H", "H", "C", "C", "H", "C", "C", "C", "H", "C"],
  "xyz": [[2.36136, -3.18067, -3.72659], [-4.59500, 2.88073, -0.20003], [2.89852, -1.63682, -0.92791], [-0.58081, -3.36208, 0.25864], [-3.06504, 1.61165, 1.15206], [3.50447, -1.86652, -0.05671], [1.13322, -5.02973, -0.01769], [0.30973, 3.28849, -2.64197], [2.65999, 0.89431, 1.90137], [-2.61201, 2.91714, -2.18680], [5.83218, -4.06253, 1.03948], [2.48166, 0.02525, 1.01732], [-5.86971, 2.36180, 2.90526], [5.57851, -2.68776, 3.09080], [-1.06711, -1.24756, 3.45469], [-4.82737, 3.34904, -1.14566], [1.90034, -4.24506, -1.88942], [-2.56159, -1.88796, 0.42605], [4.48896, -3.54007, -0.96214], [3.70035, -6.05218, -2.18746], [-1.38055, 1.94728, -3.74265], [-0.67085, 3.57656, -2.56777], [0.76746, -2.25153, -2.69338], [-1.77670, -1.20487, -2.92601], [0.89854, 3.53723, -1.86029], [-1.48669, 1.30550, -1.14465], [-0.05636, -2.20006, -1.52108], [-0.46157, 1.52514, -3.87283], [-0.78518, 3.43267, 0.20624], [0.07157, -3.29628, -0.59880], [3.99659, -0.77226, 3.10271], [-3.01333, -0.88394, -2.83407], [1.84751, 1.13415, -2.55738], [-3.47321, -1.07253, -1.59153], [0.65123, -1.49231, -3.45413], [-0.50171, 0.51314, -3.91792], [-7.13369, 3.83362, 0.68849], [2.04588, 3.00241, 2.77323], [0.27256, 4.29065, 1.83483], [0.48682, 2.02088, -3.05912], [-2.44276, -1.52114, -0.89648], [-1.37457, -1.62466, -1.70184], [1.28221, 4.15424, 2.78235], [-2.10533, -1.71783, 2.73090], [2.88556, -5.23473, -2.05904], [-0.14326, -0.79829, 2.68066], [-5.46215, 2.91980, 0.87369], [1.78875, 2.01221, 1.82828], [5.15089, -3.22089, 1.05096], [1.72251, -3.20763, -2.85268], [-1.73063, -1.51029, 1.48234], [-2.10660, 1.12228, 1.25339], [0.52216, 0.25528, -0.28646], [-0.53321, -0.94770, 1.39319], [4.13174, -1.38032, 2.21952], [-3.38765, 2.20617, -0.05904], [-3.94842, 1.66349, 2.21952], [3.38820, -1.08599, 1.08072], [-3.68716, 1.18237, 3.15344], [1.02751, -4.25082, -0.76257], [-3.53047, -1.90116, 0.71020], [2.84261, 2.84420, 3.48988], [-2.42012, 2.13457, -1.22806], [4.39970, -2.92847, -0.07571], [-0.34304, 5.18378, 1.82395], [0.02963, 3.28164, 0.90930], [-5.16572, 2.31784, 2.08529], [5.00798, -2.44847, 2.20117], [1.46273, 4.93027, 3.51650], [0.76991, 2.09531, 0.86942]],
  "forces_ev_per_angstrom": [[0.0, 0.0, 0.0], [0.0, 0.0, 0.0], [0.0, 0.0, 0.0], [0.0, 0.0, 0.0], [0.0, 0.0, 0.0], [0.0, 0.0, -0.1], [0.0, 0.0, 0.0], [-0.2, 0.1, 0.1], [0.0, -0.5, -0.6], [0.1, 0.2, -0.1], [0.0, 0.0, 0.0], [0.2, 0.4, 0.7], [0.0, 0.0, 0.0], [0.0, 0.0, 0.0], [0.0, 0.0, 0.1], [0.0, 0.0, 0.0], [0.1, 0.0, 0.0], [-0.1, -0.1, 0.0], [0.0, 0.0, 0.0], [0.2, -0.1, 0.0], [0.0, 0.0, 0.0], [0.1, -0.1, 0.0], [0.0, 0.2, 0.0], [0.1, 0.1, -0.1], [0.0, 0.0, 0.0], [0.2, -0.3, 0.2], [-0.2, -0.3, -0.2], [0.0, -0.1, 0.1], [0.0, 0.0, 0.0], [0.0, 0.1, 0.0], [0.0, 0.0, 0.0], [-0.1, 0.0, 0.0], [0.1, -0.1, -0.1], [0.0, 0.0, -0.1], [0.0, -0.1, 0.1], [0.0, 0.1, 0.0], [0.0, 0.0, 0.0], [0.0, 0.0, 0.0], [0.0, 0.0, 0.0], [-0.2, -0.1, 0.0], [0.0, 0.2, 0.2], [0.2, -0.2, 0.0], [0.0, 0.0, 0.0], [0.1, 0.0, 0.0], [-0.2, 0.1, 0.0], [0.1, 0.0, 0.1], [0.0, 0.0, 0.0], [0.0, -0.2, -0.1], [0.0, 0.0, 0.0], [0.0, 0.0, 0.0], [-0.1, 0.0, -0.1], [0.0, -0.1, 0.0], [-0.2, 0.1, 0.0], [0.0, 0.1, -0.3], [0.0, 0.0, 0.1], [0.0, 0.0, 0.0], [0.0, 0.0, 0.0], [-0.1, 0.2, 0.0], [0.0, 0.0, 0.0], [0.0, 0.0, 0.0], [0.0, 0.0, 0.0], [0.0, 0.0, 0.0], [-0.1, 0.1, -0.1], [0.0, 0.0, 0.0], [0.0, 0.0, 0.0], [-0.1, 0.0, -0.1], [0.0, 0.0, 0.0], [0.0, 0.0, 0.0], [0.0, 0.0, 0.0], [0.1, 0.2, 0.2]],
  "charge": -2,
  "e_lumo_ha": [0.1380, 0.1380],
  "gap_ha": [0.143, 0.251],
  "e_homo_ev": [-0.141, -3.071],
  "spin_multiplicity": 6
}


No. 2
{
  "formula": "C27H39IrN5O2",
  "method": "ωB97M-V/def2-TZVPD",
  "elements": ["O", "C", "N", "H", "C", "H", "H", "H", "H", "H", "C", "H", "N", "H", "H", "H", "H", "H", "H", "H", "H", "N", "H", "C", "H", "C", "C", "C", "C", "H", "C", "C", "H", "H", "C", "H", "N", "C", "C", "H", "H", "C", "H", "H", "H", "C", "Ir", "C", "H", "H", "H", "O", "C", "H", "N", "C", "C", "C", "H", "H", "C", "C", "C", "H", "C", "C", "H", "H", "C", "H", "H", "H", "H", "C"],
  "xyz": [[1.75743, 1.80650, 0.43787], [-2.17756, -1.72803, -1.33488], [0.02576, 0.30197, 1.92453], [-0.53441, 0.83597, -3.76860], [5.38559, 1.18105, -1.45745], [3.44040, -2.20781, -0.93498], [4.01381, 1.76818, 1.60237], [-2.56689, 2.00151, -3.07482], [-0.75458, 0.74971, 3.81622], [4.80967, -2.71424, 3.10872], [-1.10506, 2.41821, 2.49272], [-2.11082, -0.43239, 0.86596], [-1.10584, -0.99713, -1.28025], [-4.69021, -2.57343, -1.35447], [-4.92403, -2.34114, 0.35099], [0.62818, 3.71193, 0.76657], [0.52716, 3.71344, -0.98226], [-2.37698, -3.26117, 2.01285], [-1.77316, -2.26262, -3.36606], [-2.68554, 2.05967, 1.08970], [6.34498, 1.03264, -1.93221], [0.58944, 1.25090, -2.03509], [-1.56485, -1.91497, 2.79220], [-2.66800, -1.35706, 1.00924], [-0.22489, 2.54563, -3.46920], [4.23588, -2.53914, 1.03001], [4.08417, 1.59914, 0.53613], [-1.83725, 1.72351, -2.30911], [-0.05957, 3.74895, -0.06793], [-3.48735, -2.05926, -3.01271], [2.21230, -1.29637, 0.55796], [5.30228, 1.40793, -0.08242], [6.20626, 1.43204, 0.51265], [-4.92402, -4.74704, -0.31269], [4.08697, -2.32176, 2.40785], [-0.91056, -2.57511, 1.28802], [-0.99781, 2.58967, -0.03341], [2.04964, -1.08424, 1.94608], [-1.92341, 2.77137, -1.21997], [-0.61368, -1.09529, -2.15815], [-0.63763, 4.67572, -0.04178], [0.94077, -0.37978, 2.51966], [-2.21692, 3.75453, 1.21542], [-2.14412, 0.75869, -1.92220], [4.27139, 1.01412, -3.27308], [-2.54343, -2.43735, -2.61879], [0.19035, 0.73273, -0.08928], [2.97486, 1.33793, -1.59439], [-2.94765, 2.78519, -0.84726], [-1.95525, 0.45490, 2.56622], [-3.24039, -4.62355, -0.82104], [1.38527, -0.85272, -0.35294], [1.80248, 1.38388, -2.43209], [1.97078, 1.59808, -3.48920], [-3.02771, -1.87035, -0.30233], [4.22792, 1.16471, -2.20029], [3.32265, -2.04986, 0.12897], [2.99826, -1.61456, 2.84618], [-2.64648, -3.51248, -2.47949], [-1.66945, 2.87230, 3.30928], [-4.21601, -2.72204, -0.38594], [2.89875, 1.56045, -0.20370], [-0.48467, 1.59926, -2.98769], [2.85069, -1.45199, 3.90809], [-1.83036, 2.73068, 1.19610], [-0.99060, 0.92783, 2.76536], [-1.73365, 3.76169, -1.63782], [0.87165, -0.45032, 3.60623], [-3.99033, -4.20977, -0.14583], [5.08842, -3.09960, 0.66696], [-0.11137, 2.86894, 2.50954], [-3.59253, -1.09578, 1.52841], [-3.66741, -4.41514, 0.87340], [-1.83175, -2.33807, 1.82333]],
  "forces_ev_per_angstrom": [[0.3, 0.1, 0.4], [-0.1, -0.2, -0.2], [0.1, -0.1, -0.1], [0.0, 0.0, 0.0], [0.0, 0.0, 0.0], [0.0, 0.0, 0.0], [0.0, 0.0, 0.0], [0.0, 0.0, 0.0], [0.0, 0.0, 0.0], [0.0, 0.0, 0.0], [0.0, 0.0, 0.0], [-0.1, -0.1, -0.1], [-0.1, 0.5, 0.8], [0.0, 0.0, 0.0], [0.0, 0.0, 0.0], [0.0, 0.0, 0.0], [0.0, 0.0, 0.0], [0.0, 0.0, 0.0], [0.0, 0.0, 0.0], [0.0, 0.0, 0.0], [0.0, 0.0, 0.0], [0.0, 0.1, 0.1], [0.0, 0.0, 0.0], [0.1, 0.1, 0.1], [0.0, 0.0, 0.0], [0.0, 0.0, 0.0], [0.1, 0.0, 0.0], [0.0, 0.1, -0.1], [0.0, 0.0, 0.0], [0.0, 0.0, 0.0], [0.0, 0.0, 0.0], [0.0, 0.0, 0.0], [0.0, 0.0, 0.0], [0.0, 0.0, 0.0], [0.0, 0.0, 0.0], [0.0, 0.0, 0.0], [0.0, 0.0, -0.1], [0.0, 0.0, 0.0], [0.0, 0.0, 0.1], [0.3, 0.2, 0.1], [0.0, 0.0, 0.0], [0.0, 0.0, 0.0], [0.0, 0.0, 0.0], [0.0, 0.1, 0.0], [0.0, 0.0, 0.0], [0.1, 0.0, 0.0], [-0.7, -0.9, -1.3], [0.0, 0.0, 0.0], [0.0, 0.0, 0.0], [0.0, 0.1, 0.1], [0.0, 0.0, 0.0], [0.2, 0.1, 0.0], [0.1, 0.0, 0.0], [0.0, 0.0, 0.0], [-0.1, -0.1, 0.1], [0.0, 0.0, 0.0], [0.0, 0.0, 0.0], [0.0, 0.0, 0.0], [0.0, 0.1, 0.0], [0.0, 0.0, 0.0], [-0.1, 0.0, 0.0], [-0.2, 0.1, 0.1], [0.0, -0.1, 0.0], [0.0, 0.0, 0.0], [0.0, 0.0, 0.0], [0.0, 0.0, 0.0], [0.0, 0.0, 0.0], [0.0, 0.0, 0.0], [0.1, -0.1, 0.0], [0.0, 0.0, 0.0], [0.0, 0.0, 0.0], [0.0, -0.1, 0.0], [0.0, 0.0, 0.0], [0.0, 0.0, 0.0]],
  "charge": 1,
  "e_lumo_ha": -0.0873,
  "gap_ha": 0.281,
  "e_homo_ev": -10.022
}


No. 3
{
  "formula": "C4H8F2N2O",
  "method": "ωB97M-V/def2-TZVPD",
  "elements": ["C", "H", "C", "H", "N", "H", "H", "H", "H", "F", "C", "H", "F", "O", "H", "N", "C"],
  "xyz": [[0.22788, -1.60291, 0.41639], [0.74692, -1.90480, 1.36647], [-0.62265, 1.31607, 0.63821], [1.82567, 1.28740, 0.53144], [1.84649, 0.30564, 0.36268], [0.54765, -2.20017, -0.44177], [-0.78433, -1.76934, 0.77168], [2.15391, -0.09428, 1.29360], [0.83320, -0.93672, -2.18884], [0.33794, 1.05167, -2.16163], [0.57710, -0.22360, -0.06829], [-2.36739, 0.52404, -0.06985], [-1.11356, -0.46684, -1.75583], [0.09988, 2.13881, 1.10795], [-2.53947, 1.69095, 1.19614], [-1.93849, 1.12233, 0.58246], [0.16924, -0.23827, -1.58079]],
  "forces_ev_per_angstrom": [[0.9, -0.2, 1.5], [0.3, 0.4, -1.1], [2.7, -3.5, -1.7], [-0.4, 1.0, -0.3], [0.2, -2.3, 0.4], [-0.4, -1.0, 0.6], [-0.5, 0.2, -0.9], [-0.7, 0.3, -1.7], [-1.0, 0.6, 0.6], [0.3, -1.2, 0.7], [-2.4, 3.1, 0.9], [-0.1, -0.8, -0.6], [-1.4, -1.0, 0.2], [-1.0, 0.8, 0.7], [0.4, -0.3, -0.7], [-0.5, 1.8, 1.9], [3.6, 2.3, -0.3]],
  "e_lumo_ha": 0.0299,
  "gap_ha": 0.332,
  "e_homo_ev": -8.227
}


Quick rundown of energy above the lowest of the compared OMol25 structures with the same formula, charge and spin, same order as above: 9.7, 0.0, 94.5 kJ/mol